one) Below is a 2-piece molecular cluster, C4H12O2 overall, with properties calculated with ωB97M-V with the def2-TZVPD basis set.

Structure (XYZ):
```
18
Properties=species:S:1:pos:R:3
C 3.99 0.77 1.21
C 4.08 1.48 -0.14
O 5.47 1.53 -0.57
H 4.36 -0.27 1.24
H 2.99 0.90 1.70
H 4.67 1.34 1.88
H 3.53 0.89 -0.90
H 3.65 2.47 0.10
H 5.72 2.25 0.02
C -3.82 -0.95 0.35
C -4.46 -1.16 -1.05
O -4.67 -2.51 -1.33
H -4.41 -0.37 1.07
H -2.84 -0.39 0.29
H -3.57 -1.99 0.59
H -5.36 -0.46 -1.17
H -3.77 -0.75 -1.80
H -5.57 -2.79 -1.49
```

Calculated values
spin multiplicity: 1
molecular weight: 92.14 g mol⁻¹
LUMO energy: 0.92 eV
SMILES: CCO.CCO



two) Below is a 2-piece molecular cluster, C4H12O2 overall, with properties calculated with ωB97M-V with the def2-TZVPD basis set.

Structure (XYZ):
```
18
Properties=species:S:1:pos:R:3
C 2.05 0.75 0.08
C 0.61 0.90 -0.65
C -0.49 0.70 0.50
C -1.87 0.10 -0.04
O -2.88 0.57 0.82
H 2.19 1.57 0.79
H 2.86 0.96 -0.78
H 2.32 -0.25 0.45
H 0.50 1.78 -1.28
H 0.61 0.05 -1.26
H -0.30 0.15 1.42
H -0.60 1.68 0.91
H -1.90 -0.99 0.04
H -2.27 0.25 -1.05
H -2.59 1.28 1.38
O 0.29 -3.14 -0.59
H 0.36 -3.25 0.32
H 1.11 -3.14 -1.06
```

Calculated values
spin multiplicity: 1
molecular weight: 92.14 g mol⁻¹
LUMO energy: 0.76 eV
SMILES: CCCCO.O



Name the most stable of them. one).